Record 1
The following is a DFT calculation (ωB97M-V with the def2-TZVPD basis set) of a structure of composition C41H46Cl5GeHgN2OSi2.

Frontier orbital gap, eV: 5.99
Energy relative to the best compared isomer or geometry (same formula, charge and spin), eV: 1.3572
Net charge: -1
Spin multiplicity: 1
Electronic energy, eV: -187352.4607

Last column: Mulliken charge in e.
Cartesian coordinates (Å):
C (1.9712, -3.7703, 3.0866)  0.33
N (1.7047, -5.2294, 0.3859)  0.20
C (-0.3749, -0.7670, -5.0370)  -1.02
C (1.3790, 6.7757, 0.3842)  0.99
H (0.2856, -1.6090, -5.2563)  0.29
H (-0.9928, -5.1078, -1.4474)  0.53
H (0.1518, 7.9478, -3.1007)  0.42
C (2.7589, -2.4655, -1.8832)  -1.09
C (2.9854, -5.7063, 0.8366)  -1.20
H (2.3516, -3.1373, -2.6457)  0.20
H (-1.5029, 3.8599, -3.1818)  0.57
O (-0.7488, -2.8047, 0.2592)  -0.41
Cl (-1.4168, 4.5728, 3.6251)  -0.17
H (1.2107, -7.8799, -0.5526)  0.28
H (2.2959, 4.6776, 2.8954)  0.39
H (-2.7903, -2.5476, -3.8895)  0.49
H (0.8554, 9.6278, -1.4020)  0.37
H (2.4999, -2.8881, -0.9136)  0.11
C (2.9569, 0.4135, -0.9170)  -0.17
C (2.9027, 3.4588, -5.2055)  -0.58
H (-2.7051, 0.6786, -2.1684)  0.21
H (-2.4314, 3.0717, -1.9035)  0.45
H (3.0966, 1.4018, -1.3552)  -0.05
C (0.4895, 6.2870, -1.8214)  -0.14
H (-2.4029, -2.6061, -2.1592)  0.28
C (1.3768, 4.0717, 1.0296)  -0.53
C (1.3435, 8.1540, 0.0533)  -0.90
H (3.9430, 0.0031, -0.6798)  0.63
H (1.6894, 8.8715, 0.7894)  0.37
C (-1.9781, -2.4903, -3.1599)  -1.31
H (2.4770, 0.7986, -4.0890)  -0.05
H (-2.0871, 1.4217, -3.6347)  0.28
C (2.6513, -1.5961, 3.8587)  -0.66
H (2.2610, 7.0816, 2.3332)  0.33
Si (-1.0496, -0.8518, -3.2773)  0.25
H (3.8493, -2.4686, -1.9729)  0.46
H (-1.2067, -0.7927, -5.7470)  0.37
H (3.5204, 3.6088, -6.0828)  0.33
H (-0.2106, 2.4806, -4.3349)  0.12
H (0.5589, -7.2141, -2.0552)  0.38
C (2.3789, -1.0655, 2.6071)  -0.55
C (-1.2171, 0.9376, 1.8480)  -1.37
H (3.0240, 3.7526, -1.8372)  0.39
C (-1.5859, 3.7287, -2.1006)  -2.05
Si (2.0591, -0.7192, -2.1427)  0.71
C (1.7038, -3.2327, 1.8317)  -1.32
H (3.5374, -4.8847, 1.2843)  0.45
H (1.6961, -1.4828, 0.6113)  -0.29
Hg (-0.5289, 0.4449, -0.2768)  2.75
H (2.4088, -0.8808, -4.6217)  0.31
C (1.5926, 3.0216, -5.3350)  -0.58
H (1.3535, 3.0251, 1.3222)  0.43
H (-1.8088, 4.7015, -1.6587)  0.58
C (1.2830, 3.1073, -2.9199)  0.40
H (3.5562, -6.0737, -0.0156)  0.38
Cl (-1.0597, -1.5661, 2.8861)  -0.12
C (0.8670, 4.4310, -0.1933)  -0.31
C (-0.7630, 0.6973, 4.2584)  -0.17
C (0.8063, 2.8391, -4.2042)  -0.37
H (-1.3004, -3.3309, -3.3324)  0.20
C (0.8900, 8.5715, -1.1639)  -0.55
C (1.8861, 6.3410, 1.6350)  -0.98
H (2.2625, -6.9887, -1.6557)  0.35
C (2.6102, 3.5332, -2.8171)  -0.11
C (2.4557, -2.9508, 4.0934)  -0.75
C (0.4764, 7.6195, -2.1209)  -1.14
H (1.7624, -4.8154, 3.2802)  0.50
C (0.8937, -5.7581, -0.5576)  0.82
C (3.4124, 3.7033, -3.9369)  -0.84
Cl (-2.1561, 3.3032, 0.9277)  -0.14
H (0.1987, 5.5643, -2.5709)  0.32
H (1.1813, 2.8195, -6.3178)  0.37
H (2.8906, -6.5065, 1.5762)  0.33
C (-0.0578, -3.8016, 0.1076)  0.48
C (1.2548, -7.0325, -1.2398)  -1.62
C (-2.3916, 0.4699, -3.1948)  -1.06
H (2.4222, 0.5647, 0.0247)  -0.47
C (1.9018, 5.0148, 1.9437)  -0.74
Cl (-0.4237, -0.3192, 5.6178)  -0.18
Ge (0.0978, 2.9591, -1.3042)  -0.24
C (-0.8361, 2.0708, 4.4485)  0.09
C (-0.1847, -4.9514, -0.7555)  -1.42
H (-3.2684, 0.1172, -3.7454)  0.54
H (0.0830, -1.8331, -1.4800)  -0.95
C (-0.9738, 0.1602, 2.9844)  1.28
C (0.2144, -0.8468, -1.9285)  0.29
H (4.4370, 4.0386, -3.8208)  0.40
C (-1.4282, 2.2899, 2.1351)  0.59
H (0.1929, 0.1490, -5.2131)  0.14
N (1.1392, -4.0330, 0.8101)  0.61
H (2.5165, -0.0080, 2.4183)  0.42
C (-1.2153, 2.8755, 3.3822)  -0.23
C (1.9193, -1.8842, 1.5882)  1.14
C (2.7448, -0.2225, -3.8190)  -0.77
H (3.8365, -0.2778, -3.7663)  0.38
Cl (-0.5427, 2.7609, 6.0041)  -0.22
H (2.9960, -0.9528, 4.6575)  0.44
H (2.6464, -3.3644, 5.0755)  0.36
C (0.9048, 5.8178, -0.5472)  0.77

***

Record 2
The following is a DFT calculation (ωB97M-V with the def2-TZVPD basis set) of a structure of composition C41H46N3O10 in a non-equilibrium geometry.

Frontier orbital gap, eV: 7.14
Energy relative to the best compared isomer or geometry (same formula, charge and spin), eV: 4.0755
Net charge: +1
Spin multiplicity: 1
Electronic energy, eV: -68185.8527

Last column: Mulliken charge in e.
Cartesian coordinates (Å):
H (6.7028, 2.4291, -0.5565)  0.30
O (-2.7702, -1.2999, 0.1795)  -0.45
H (2.0008, -1.0489, 4.5615)  0.63
C (-2.9642, -7.8269, -0.2685)  -0.13
H (-0.5122, 5.3211, -3.0355)  0.59
H (-5.2412, -5.5359, 1.3835)  0.31
H (-0.2282, -6.6749, 1.2325)  0.41
H (-1.5052, 5.8511, 1.3955)  0.48
H (-2.8412, -1.5099, 3.5895)  0.53
C (-1.2312, -6.8419, 0.9555)  -0.66
C (0.0058, 3.5681, -1.8835)  0.04
H (0.4638, 1.7861, -5.2045)  0.50
H (1.6388, 0.3081, 1.0105)  0.08
C (0.5468, 5.8051, 1.9715)  -0.78
N (5.7418, 4.1131, -1.3245)  -0.56
C (-0.3122, -0.9499, 2.5575)  -0.19
H (1.1988, 8.9601, 0.0785)  0.57
C (0.1248, 2.1571, -1.9215)  0.53
H (0.3468, 4.9441, 2.4065)  0.63
H (-3.4002, -8.3839, -1.1385)  0.31
H (-2.3202, -0.8629, -4.3165)  0.35
H (0.9798, 2.2381, 2.6945)  0.05
H (-0.5122, 1.6761, 0.0525)  0.26
C (1.9948, -1.9549, -0.7175)  0.27
H (2.7998, 8.1821, 1.1245)  0.35
H (-1.9502, 0.0061, -2.0255)  0.57
C (1.8958, 7.6751, 1.3065)  -0.48
C (-2.6182, -0.7859, -2.1465)  -0.45
C (-3.9672, -7.1129, 0.3385)  -0.58
C (0.2718, 2.3981, -4.4155)  -1.15
H (3.4508, 6.5161, 2.9655)  0.29
C (1.9628, 0.2841, 2.0335)  -0.28
C (0.1418, 1.5971, -3.2855)  -0.51
H (2.4638, 1.6201, 3.8305)  0.37
C (2.9028, -2.5189, 0.1205)  -0.47
H (-2.5542, -2.8979, 4.1245)  0.60
H (-2.5832, -3.3119, 2.6335)  0.16
N (-0.9762, -1.7349, 3.4195)  0.38
C (1.2498, -3.8309, 1.2605)  0.23
N (1.0168, -0.7079, 2.7435)  0.87
C (0.0258, -1.8899, 4.3325)  -0.65
O (0.7088, -4.6799, 2.2405)  -0.35
H (4.3948, 1.3711, 0.1825)  0.27
C (-2.2932, -6.0389, 1.8015)  -0.98
C (0.3548, -3.2999, 0.2635)  -1.23
C (0.0088, 4.4511, -3.1185)  -0.68
O (-0.7892, -8.5799, -0.5755)  -0.52
H (-2.9102, -0.3019, 0.3395)  0.29
H (-4.5712, -3.1569, -0.4225)  0.41
H (-5.0612, -7.3139, -0.1495)  0.13
O (-4.3712, -2.7689, -5.0585)  -0.49
H (-0.0902, 4.2011, -6.2915)  0.31
O (2.8648, 5.8901, 2.6475)  -0.52
H (1.4298, -4.9139, 2.8405)  0.27
H (-1.8452, 7.4051, -0.5945)  0.28
C (-3.9802, -2.3309, -3.8125)  0.46
C (0.1178, 3.8011, -4.3665)  0.38
C (-0.3932, 7.5181, 0.4675)  0.47
C (1.1678, -1.2399, 3.9985)  -0.57
C (2.5818, -3.5199, 1.2425)  -0.81
H (1.6128, -0.8389, -2.2115)  0.23
H (-0.9852, -0.7769, 1.6195)  0.02
O (2.3718, -1.1549, -1.7015)  -0.62
C (-3.0892, -1.1439, -3.6195)  -0.97
O (0.1008, 4.6361, -5.4895)  -0.52
C (-3.5952, -6.2389, 1.4355)  0.96
C (-3.1832, -1.6189, -1.0915)  0.68
H (2.2318, 2.2031, -0.6335)  -0.34
C (2.1028, 1.6101, 2.6805)  -0.77
C (-4.1512, -2.5829, -1.2275)  -0.68
H (-4.2192, -2.2159, -5.7735)  0.32
H (0.1548, 4.1821, -0.8365)  -0.02
H (4.5478, 5.5311, -2.1955)  0.42
C (0.9628, 8.1231, 0.5665)  -0.70
C (4.5098, 4.6261, -1.6265)  -0.58
H (-0.5482, -3.3979, 0.5635)  1.35
O (-1.3742, 8.0611, -0.3235)  -0.52
C (-0.6172, 6.3561, 1.1445)  -0.66
C (1.7818, 6.3811, 1.9845)  0.57
C (3.2868, 4.0211, -1.3705)  -0.19
H (3.4238, -3.7689, 1.9305)  0.33
C (5.6858, 2.9141, -0.7555)  -0.30
H (-0.0252, -2.7879, 5.0215)  0.38
H (-5.2382, -3.4789, -2.8415)  0.79
H (2.9268, -0.0359, 2.1345)  0.22
C (-1.7232, -7.8309, 0.0845)  0.25
O (-0.0252, 1.3691, -0.7885)  -0.03
H (2.9078, 2.1771, 2.0555)  0.29
C (3.1548, 2.8771, -0.8115)  1.08
H (0.0558, -1.7659, -1.2065)  0.52
H (-2.0392, -5.3139, 2.5425)  0.72
H (0.0878, 0.5971, -3.2215)  0.36
C (-2.2662, -2.3609, 3.3445)  -1.15
C (4.4978, 2.2271, -0.4775)  -0.51
H (2.3968, 4.5671, -1.4055)  0.43
H (0.0028, -8.5619, -0.1015)  0.29
C (-4.5392, -2.9699, -2.5955)  -0.94
O (-4.4962, -5.4659, 1.8815)  -0.48
H (3.8768, -2.0239, 0.3395)  0.41
C (0.6718, -2.3739, -0.7195)  -0.10

***

Record 3
The following is a DFT calculation (ωB97M-V with the def2-TZVPD basis set) of a structure of composition C41H47As2FN9O4Ru.

⟨S²⟩: 8.7637
Frontier orbital gap (alpha / beta), eV: 6.94 / 5.92
Energy relative to the best compared isomer or geometry (same formula, charge and spin), eV: 0.8266
Net charge: +2
Spin multiplicity: 6
Electronic energy, eV: -191842.6668

Last column: Mulliken charge in e.
Cartesian coordinates (Å):
C (-0.8962, -4.3643, 0.8242)  -0.08
C (-2.3394, 1.3424, 0.5021)  -0.51
H (-0.9212, -5.7345, -2.1656)  0.64
H (-6.2792, -2.0556, -1.2256)  0.46
H (-1.9086, -1.9396, -3.3949)  1.45
H (-2.5641, -3.9127, -6.0970)  0.50
H (2.3281, -1.9401, 0.9648)  0.29
H (2.7869, 1.3536, 1.2763)  0.67
F (4.6660, 2.7358, 2.3567)  -0.33
C (-5.3293, -2.0372, -1.7391)  -0.95
C (-4.0296, -2.0623, -3.7605)  -0.22
C (-2.8974, -1.9609, -2.9659)  -0.91
H (-4.9495, -2.0532, -5.5626)  0.26
C (3.3583, 3.0688, 2.3945)  0.27
H (-2.1203, -7.1931, 2.2316)  0.43
H (4.7927, 6.6453, 2.5789)  0.30
H (-2.4351, -4.8770, -1.7387)  0.50
H (6.5206, 6.2833, 4.6481)  0.35
H (-2.5485, 3.6999, 1.6070)  0.52
H (0.7189, -1.3742, -5.0444)  0.43
C (1.6333, 4.6055, 2.9800)  -0.57
H (2.2450, -1.3804, 2.6399)  0.51
H (4.9929, 7.0544, 6.4325)  0.33
H (-2.1904, 5.4327, 2.7772)  0.45
C (1.1038, 2.6031, 1.7270)  0.82
C (-1.2125, 2.1465, 1.0930)  0.43
O (-3.6038, -0.6763, -6.9079)  -0.60
H (-1.0821, -5.8548, -6.0038)  0.38
H (3.2496, 7.8363, 4.8875)  0.41
H (2.1170, -3.5980, -0.7280)  0.30
O (-3.2502, 1.8887, -0.0717)  -0.63
C (-1.4179, -4.7662, -2.1109)  -0.78
H (5.8852, 4.4809, 3.2957)  0.46
C (0.6704, -4.7484, -5.4669)  0.83
C (4.1714, 7.3806, 4.5314)  -0.76
C (-1.6794, -5.3838, 3.2958)  -0.71
As (-0.4226, -3.6187, -0.9153)  1.10
C (0.6908, 3.8063, 2.3173)  -0.01
H (1.3167, 5.5125, 3.4731)  0.68
C (5.7947, 5.6220, 5.1174)  -0.71
C (-4.1589, -1.8566, -1.0223)  -1.03
As (-0.0804, -1.7885, 1.7562)  1.46
H (-4.1587, -1.7148, 0.0501)  0.44
C (1.3895, -4.2662, -1.1824)  -0.93
C (-3.3906, 1.3842, -3.2338)  0.69
H (1.0614, -6.8596, -5.2467)  0.39
C (-1.1965, -4.0870, 3.2027)  -0.50
H (-1.0681, 7.5674, 2.1124)  0.40
C (2.9714, 4.2612, 3.0292)  -1.48
C (-1.5266, -3.7763, -5.8268)  -0.40
C (-1.1074, 5.4982, 2.6947)  -0.95
C (1.8398, -2.0959, 1.9246)  -1.32
C (1.1489, -3.4681, -5.1979)  -0.75
H (2.1963, -3.3295, -4.9561)  0.44
H (1.5722, -4.3085, -2.2560)  0.17
H (-1.4338, -6.3048, 0.0554)  0.43
C (3.9666, 6.5016, 3.2848)  -0.44
H (2.4139, -5.8191, -4.7775)  0.37
H (-1.1575, 6.4447, 0.7546)  0.34
H (1.4720, -5.2608, -0.7461)  0.40
H (-0.1655, 0.1238, 3.3666)  0.33
N (4.6910, 6.4978, 5.6313)  -0.16
H (6.2690, 5.1277, 5.9617)  0.38
C (-0.5002, -0.9111, 3.4246)  -1.47
H (2.0334, -6.0643, -6.4745)  0.37
H (-1.5767, -0.9276, 3.5817)  0.36
N (-0.2632, 0.1222, -2.2269)  -0.90
O (0.5514, 0.6991, 0.4540)  -1.16
O (-2.2551, 0.0434, 0.7247)  -0.66
C (-1.0269, -2.5037, -5.5735)  0.35
C (0.1521, 1.7170, 1.0506)  1.23
N (-2.9744, -1.8360, -1.6291)  1.05
H (-1.9986, -5.7740, 4.2524)  0.43
N (-1.8188, -1.3275, -5.6447)  0.17
H (-1.1332, -3.4802, 4.0973)  0.39
N (-4.0194, -2.0569, -5.1600)  0.11
H (0.3683, 6.6687, 1.6090)  0.26
C (-1.3634, -5.6714, 0.9302)  -0.41
H (5.0559, 3.6434, 4.6104)  0.50
C (-1.7528, -6.1786, 2.1611)  -0.84
H (-1.4388, -4.3193, -3.1016)  -0.49
C (-0.7129, 6.6093, 1.7352)  -0.96
C (1.5922, -5.9381, -5.4841)  -1.70
C (-0.6781, -4.8749, -5.7780)  -0.86
H (0.0184, -1.4202, 4.2365)  0.51
H (2.0185, -3.1102, 2.2770)  0.42
C (-1.5253, 3.3482, 1.6497)  -0.11
N (3.8811, 5.1090, 3.7079)  0.19
H (-6.1727, -2.2040, -3.6950)  0.43
H (3.9244, 5.8889, 5.9312)  0.38
C (-0.7966, -3.5752, 1.9729)  0.00
H (4.9115, 8.1606, 4.3648)  0.37
C (-1.2255, 0.7506, -2.5973)  1.06
N (-0.6434, 4.1776, 2.2414)  0.12
N (-2.1000, 1.5213, -2.9980)  -0.64
C (0.3196, -2.3603, -5.2507)  -0.40
C (2.4561, 2.2545, 1.7760)  -0.46
C (-5.2642, -2.1283, -3.1107)  -0.74
N (-4.5185, 1.2654, -3.4378)  -0.55
H (-1.3364, -0.5373, -6.0561)  0.34
H (3.0543, 6.7994, 2.7768)  0.35
C (5.1864, 4.6093, 4.1263)  -0.75
Ru (-1.0417, -1.0058, -0.6318)  1.08
H (-0.7317, 5.6776, 3.7023)  0.40
C (-3.1681, -1.2982, -5.9763)  -0.04

***

> Number 2 is which compound?

C41H46N3O10

***

> Which of these has the lowest net charge?

C41H46Cl5GeHgN2OSi2

***

> Among the records above, which one has the highest energy relative to the best compared isomer or geometry (same formula, charge and spin)?

C41H46N3O10